An isolated molecule of C6H11O at a distorted geometry. Source: the Open Molecules 2025 dataset; level of theory: ωB97M-V/def2-TZVPD.

Values from the calculation:
* strongest force on any atom: 0.043 hartree/bohr
* HOMO-LUMO gap (alpha / beta): 10.2593 / 7.8026 eV
* 2S+1: 2
* E_tot: -310.327096 Ha
* total charge: 0
* energy relative to the best compared isomer or geometry (same formula, charge and spin): 163.6 kJ/mol

Positions of all 18 atoms, in Å:
C1 2.40505 -0.12242 -1.32633
O1 3.11316 -0.21607 -2.47444
C2 0.93879 -0.46612 -1.47607
C3 -0.04183 0.57803 -0.93663
C4 -0.49089 0.28233 0.47631
C5 -1.72727 0.29623 0.96325
C6 -2.04752 -0.31712 2.30715
H1 2.48674 0.88811 -0.88194
H2 2.98981 -0.66675 -0.55682
H3 0.77520 -0.54772 -2.54619
H4 0.63493 -1.39908 -0.99637
H5 0.40152 1.58620 -0.80866
H6 -0.89015 0.78752 -1.59187
H7 0.27434 -0.10346 1.15427
H8 -2.54890 0.89893 0.59314
H9 -1.37671 -1.16421 2.49041
H10 -3.09048 -0.58165 2.40411
H11 -1.80579 0.26724 3.20668

A cluster of 2 separate species, H4NO2PS in total at a distorted geometry. Source: the Open Molecules 2025 dataset; level of theory: ωB97M-V/def2-TZVPD.

Values from the calculation:
* strongest force on any atom: 0.055 hartree/bohr
* HOMO-LUMO gap (alpha / beta): 8.2541 / 8.0459 eV
* E_tot: -947.004543 Ha
* total charge: 0
* energy relative to the best compared isomer or geometry (same formula, charge and spin): 692.3 kJ/mol

Positions of all 9 atoms, in Å:
N1 0.83538 -0.47796 0.93694
O1 0.35832 2.01384 1.10979
O2 -1.44846 0.34625 1.38219
P1 -0.76597 0.56211 -1.45886
S1 -0.27401 0.77289 0.68374
H1 0.43433 -1.36678 0.61056
H2 1.71740 -0.11822 0.61254
H3 -1.43815 -0.58518 -1.36912
H4 0.58115 -1.14696 -2.50780

A structure of composition CH5NOS at a distorted geometry. Source: the Open Molecules 2025 dataset; level of theory: ωB97M-V/def2-TZVPD.

Values from the calculation:
* strongest force on any atom: 0.119 hartree/bohr
* HOMO-LUMO gap (alpha / beta): 6.2069 / 8.0696 eV
* 2S+1: 3
* E_tot: -569.012303 Ha
* total charge: 0
* energy relative to the best compared isomer or geometry (same formula, charge and spin): 400.7 kJ/mol

Positions of all 9 atoms, in Å:
C1 2.14318 -0.59531 -0.46234
N1 1.52239 0.10508 -1.29286
O1 -1.19265 0.13617 -1.19730
S1 -0.07138 0.09418 -2.18179
H1 3.13386 -0.32706 -0.12753
H2 1.66305 -1.52619 0.03553
H3 -3.44154 0.37039 3.99495
H4 -3.89815 0.31316 3.34562
H5 0.14123 1.42958 -2.11428

A structure of composition C28H36Cl2IrN2O2S. Source: the Open Molecules 2025 dataset; level of theory: ωB97M-V/def2-TZVPD.

Values from the calculation:
* strongest force on any atom: 0.018 hartree/bohr
* HOMO-LUMO gap (alpha / beta): 5.9529 / 6.2425 eV
* 2S+1: 6
* E_tot: -2770.794216 Ha
* total charge: +2
* energy relative to the best compared isomer or geometry (same formula, charge and spin): 14.6 kJ/mol

Positions of all 72 atoms, in Å:
Ir1 0.10067 0.54863 0.11959
C1 1.43001 0.39162 2.13201
C2 2.55793 0.14542 1.29137
C3 2.61653 1.27100 0.35060
C4 1.58280 2.17022 0.73210
C5 0.88721 1.67556 1.89400
C6 -0.07769 2.42911 2.78072
C7 -0.92874 1.46314 3.60532
C8 0.78258 3.29138 3.72071
C9 -0.99220 3.33119 1.95182
C10 3.52026 1.57545 -0.83745
C11 3.37958 0.52163 -1.94787
C12 4.98284 1.69552 -0.37586
C13 3.14032 2.92497 -1.46341
C14 3.46847 -1.03282 1.59377
C15 4.13254 -1.70900 0.39286
C16 2.69176 -2.12367 2.35226
C17 4.55763 -0.49625 2.55346
H1 1.10373 -0.25505 2.92903
H2 1.40596 3.13323 0.28494
H3 -0.32023 0.85901 4.27986
H4 -1.51439 0.79781 2.96582
H5 -1.62453 2.03154 4.22264
H6 1.44284 2.67227 4.32970
H7 0.13499 3.85793 4.39090
H8 1.39420 4.00038 3.15990
H9 -1.61395 2.74828 1.26650
H10 -0.42243 4.05277 1.36417
H11 -1.65446 3.88649 2.61678
H12 3.60467 -0.48600 -1.61809
H13 4.06409 0.77021 -2.76022
H14 2.36515 0.52883 -2.34888
H15 5.38642 0.76396 0.00764
H16 5.08560 2.45971 0.39663
H17 5.59728 1.99386 -1.22594
H18 2.11235 2.92301 -1.83410
H19 3.79495 3.11335 -2.31378
H20 3.26555 3.75291 -0.76347
H21 3.39252 -2.09269 -0.31043
H22 4.71946 -2.55267 0.75614
H23 4.81567 -1.05726 -0.14145
H24 1.80448 -2.44903 1.80271
H25 2.38666 -1.80450 3.34856
H26 3.33962 -2.98913 2.48453
H27 5.17428 0.27161 2.09234
H28 5.20658 -1.32261 2.84753
H29 4.10992 -0.07957 3.45714
Cl1 -3.00405 -6.35162 0.48743
C18 -2.58776 -4.71723 0.59738
C19 -3.43077 -3.82172 1.26082
C20 -3.08257 -2.49935 1.34342
Cl2 -4.07614 -1.38855 2.14563
C21 -1.84278 -1.98877 0.75106
O1 -1.58401 -0.77649 0.85347
C22 -0.99361 -2.96386 0.08169
C23 0.29561 -2.63026 -0.52558
O2 0.84876 -1.54180 -0.55671
C24 -1.37546 -4.27660 0.01706
H30 -4.35016 -4.17374 1.70854
H31 0.81041 -3.47978 -0.99812
H32 -0.74437 -5.00690 -0.47572
S1 -0.39104 0.80097 -2.13772
C25 -0.90783 2.43745 -2.36329
N1 -1.25519 2.78367 -3.64157
C26 -1.66584 4.04462 -3.93955
C27 -1.73288 4.96313 -2.93391
C28 -1.35607 4.55424 -1.64848
N2 -0.94938 3.30949 -1.38216
H33 -1.20142 2.08211 -4.36869
H34 -1.92308 4.24231 -4.96983
H35 -2.06444 5.97136 -3.13008
H36 -1.39805 5.23597 -0.80837

A structure of composition C34H28NPSTl. Source: the Open Molecules 2025 dataset; level of theory: ωB97M-V/def2-TZVPD.

Values from the calculation:
* strongest force on any atom: 0.010 hartree/bohr
* HOMO-LUMO gap: 8.2104 eV
* E_tot: -2279.024417 Ha
* total charge: +1
* energy relative to the best compared isomer or geometry (same formula, charge and spin): 0.0 kJ/mol

Positions of all 66 atoms, in Å:
Tl1 -0.99898 0.03793 -1.80479
C1 3.63913 0.88342 1.80383
C2 3.75754 -0.27212 0.84789
C3 4.86737 -1.10916 0.90940
C4 5.00708 -2.19715 0.06103
C5 4.02975 -2.48184 -0.88047
C6 2.91380 -1.66645 -0.95800
C7 2.77740 -0.56412 -0.11082
P1 1.27277 0.39493 -0.33837
C8 0.54469 0.83432 1.27915
C9 0.44710 2.17096 1.66881
C10 -0.12716 2.51788 2.88003
C11 -0.59417 1.51668 3.72405
C12 -0.48905 0.18939 3.34445
C13 0.07459 -0.17795 2.12369
C14 0.16675 -1.64144 1.77883
C15 1.66811 1.93795 -1.19849
C16 2.98587 2.35167 -1.39093
C17 3.26840 3.44697 -2.18836
C18 2.23302 4.12455 -2.81361
C19 0.92222 3.71035 -2.64344
C20 0.61148 2.61901 -1.83714
C21 -0.81327 2.19790 -1.65381
H1 4.61233 1.12359 2.22861
H2 2.96214 0.64638 2.62725
H3 3.25322 1.78031 1.31737
H4 5.63802 -0.90072 1.64142
H5 5.88416 -2.82594 0.13895
H6 4.13307 -3.32912 -1.54440
H7 2.13495 -1.88384 -1.68093
H8 0.83917 2.94696 1.02058
H9 -0.18929 3.55788 3.17158
H10 -1.03416 1.77027 4.67992
H11 -0.84503 -0.58872 4.00968
H12 0.37736 -2.22621 2.67438
H13 0.95060 -1.86347 1.05533
H14 -0.78290 -1.99882 1.37288
H15 3.79462 1.80154 -0.92737
H16 4.29273 3.76378 -2.33016
H17 2.44771 4.97657 -3.44494
H18 0.12112 4.24159 -3.14258
H19 -1.48287 2.69250 -2.35161
H20 -1.14358 2.41872 -0.63670
S1 -4.73054 -2.25657 -0.09391
C22 -4.66998 -0.87920 0.95971
C23 -5.57786 -0.48054 1.93710
C24 -5.28691 0.66410 2.65196
C25 -4.11532 1.39406 2.40742
C26 -3.21662 0.99698 1.44141
C27 -3.50606 -0.15125 0.70666
N1 -2.71299 -0.69528 -0.29002
C28 -3.23028 -1.78018 -0.79318
C29 -2.56402 -2.51722 -1.87769
C30 -2.96628 -3.80023 -2.23268
C31 -2.29406 -4.48098 -3.23499
C32 -1.21894 -3.88569 -3.87715
C33 -0.81560 -2.60146 -3.52578
C34 -1.48887 -1.90840 -2.53186
H21 -6.47978 -1.04456 2.13048
H22 -5.97498 1.00214 3.41466
H23 -3.91260 2.28216 2.99129
H24 -2.29583 1.54293 1.26709
H25 -3.79442 -4.27607 -1.72111
H26 -2.60643 -5.47891 -3.51016
H27 -0.69267 -4.41955 -4.65720
H28 0.02321 -2.15324 -4.04422

An isolated molecule of C4H9N at a distorted geometry. Source: the Open Molecules 2025 dataset; level of theory: ωB97M-V/def2-TZVPD.

Values from the calculation:
* strongest force on any atom: 0.083 hartree/bohr
* HOMO-LUMO gap: 8.9373 eV
* E_tot: -212.445482 Ha
* total charge: 0
* energy relative to the best compared isomer or geometry (same formula, charge and spin): 277.5 kJ/mol
* SMILES: C=NCCC

Positions of all 14 atoms, in Å:
C1 0.06959 -2.09047 -0.59125
C2 -0.56429 -0.65233 -0.54363
C3 0.63057 0.41727 -0.42240
C4 -0.54505 1.49043 1.15398
N1 0.59596 1.35733 0.62508
H1 0.31745 -2.58310 0.36179
H2 -0.65763 -2.72454 -1.12970
H3 0.97438 -2.10884 -1.21030
H4 -1.25506 -0.47826 0.24373
H5 -1.18642 -0.40311 -1.36381
H6 0.72952 1.02282 -1.43213
H7 1.53613 -0.19561 -0.25690
H8 -0.68115 1.21566 2.20184
H9 -1.49393 1.76433 0.62975